(1)
Density functional theory data (the ωB97M-V functional and the def2-TZVPD basis) for C37H42N4P2Zn as an isolated structure.

Output
net charge: 0
LUMO (spin up / spin down): -2.17 / -2.02 eV
spin multiplicity: 1
max |F|: 4.41 eV/A
gap between HOMO and LUMO (spin up / spin down): 4.644 / 5.183 eV
E_HOMO (spin up / spin down): -6.81 / -7.20 eV

Last column: Mulliken charge in e.
Positions of all 86 atoms, in Å:
Zn -0.80841 -2.31938 -3.03871  0.598
C -0.73637 3.30557 -0.65135  -0.659
C -1.45887 2.60039 -1.56783  -0.735
C -1.10957 2.28414 -2.99405  -0.246
C 0.30944 1.65150 -3.09796  1.438
C 1.49067 2.51800 -3.47548  -0.489
C 1.52201 3.86917 -3.36415  -0.556
C 0.61798 4.62338 -2.39387  -0.831
C 0.53447 4.00078 -0.95908  -0.719
C 0.78852 -3.19192 -2.28351  -0.914
H -1.06804 3.41476 0.38412  0.380
H -2.44377 2.23528 -1.29145  0.449
H -1.17363 3.13338 -3.67858  0.487
H -1.82737 1.51836 -3.35476  0.119
H 0.50734 1.12518 -2.14277  -0.092
H 0.24332 0.81416 -3.82610  -0.662
H 2.38848 1.91653 -3.71733  0.247
H 2.25561 4.49541 -3.92918  0.371
H -0.41204 4.77253 -2.78072  0.283
H 1.06144 5.63463 -2.31142  0.440
H 1.38741 3.29966 -0.80674  0.243
H 0.67608 4.80544 -0.21533  0.499
H 0.77313 -3.17679 -1.17962  0.355
H 1.63557 -2.59074 -2.66018  0.096
H 0.93208 -4.22767 -2.64034  0.376
P 1.47693 -1.46282 -5.98687  0.209
P -2.32574 -0.67753 -5.82541  0.021
N 2.71792 -0.25171 -6.42994  0.595
N 2.07280 -2.56577 -7.30342  0.392
N -2.28820 0.92868 -6.54696  0.589
N -3.75521 -1.12997 -6.96024  0.162
C 0.21539 -0.71169 -7.07257  -0.591
C -1.13784 -1.40767 -7.01333  -1.631
C 3.82687 0.05642 -5.62612  -0.746
C 4.71028 0.85846 -6.35884  -0.739
C 4.14141 1.03736 -7.66515  -0.833
C 2.91356 0.36899 -7.67237  -0.091
C 2.42380 -3.89279 -7.03246  -0.466
C 2.84113 -4.51621 -8.22242  -0.651
C 2.72920 -3.53869 -9.27095  -0.650
C 2.22511 -2.37158 -8.68178  -0.063
C -2.47254 2.21824 -6.00177  -0.798
C -2.20139 3.18507 -6.97946  -0.842
C -1.82223 2.48376 -8.17158  -0.807
C -1.87927 1.12360 -7.88461  -0.425
C -4.35868 -0.47437 -8.03605  -0.201
C -5.23998 -1.33569 -8.69385  -0.644
C -5.18316 -2.58503 -8.00432  -0.501
C -4.22746 -2.45220 -7.00179  -0.475
H 0.52933 -0.72197 -8.12126  -0.027
H 0.16933 0.35445 -6.85363  0.895
H -1.54835 -1.47815 -8.03616  0.400
H -1.02341 -2.45533 -6.72039  0.897
H 3.86642 -0.33063 -4.61852  0.497
H 5.62909 1.29048 -5.97975  0.409
H 4.56261 1.56761 -8.50888  0.442
H 2.18893 0.34654 -8.46862  0.368
H 2.34854 -4.26202 -6.02051  0.418
H 3.16772 -5.54512 -8.32751  0.400
H 2.97523 -3.66835 -10.32430  0.415
H 1.98557 -1.45347 -9.19546  0.190
H -2.89958 2.36019 -5.00770  0.852
H -2.27718 4.28061 -6.84926  0.398
H -1.55994 2.89513 -9.16113  0.437
H -1.69910 0.30355 -8.57167  0.555
H -4.13335 0.55681 -8.28682  0.398
H -5.85876 -1.09397 -9.56354  0.409
H -5.76602 -3.48167 -8.23563  0.392
H -3.85259 -3.18241 -6.29343  0.324
C 0.60063 0.69781 2.90461  -0.453
C 1.47784 0.40398 1.80375  -0.556
C 1.00459 -0.27567 0.69682  -0.363
C -0.34892 -0.69332 0.61283  0.174
C -0.85841 -1.23172 -0.58688  -0.078
C -2.15147 -1.66145 -0.66460  0.397
C -3.03723 -1.55179 0.48541  -0.940
C -2.56039 -0.97980 1.68676  -0.822
C -1.21883 -0.47967 1.78120  0.852
C -0.72190 0.26064 2.89477  -0.803
H 0.98066 1.28601 3.74011  0.382
H 2.52682 0.73651 1.80883  0.360
H 1.66651 -0.50869 -0.15976  0.291
H -2.57549 -2.16634 -1.54761  0.252
H -4.06983 -1.92552 0.39235  0.327
H -3.21785 -0.87955 2.57721  0.298
H -1.37561 0.52079 3.75323  0.324

---

(2)
Density functional theory data (the ωB97M-V functional and the def2-TZVPD basis) for C37H43Br3F4NO2PSiV as an isolated structure.

Output
net charge: +1
LUMO (spin up / spin down): -5.27 / -4.31 eV
spin multiplicity: 3
max |F|: 3.68 eV/A
gap between HOMO and LUMO (spin up / spin down): 5.204 / 6.165 eV
E_HOMO (spin up / spin down): -10.48 / -10.48 eV

Last column: Mulliken spin population.
Positions of all 93 atoms, in Å:
V -1.06066 -1.31480 -0.09018  2.293
F 8.26908 4.24708 4.29832  0.000
C 7.16103 4.06040 3.46550  0.000
C 6.97034 4.90171 2.36913  0.000
F 7.86916 5.91813 2.21390  0.000
C 5.95039 4.67053 1.46953  0.000
F 5.94221 5.37968 0.32009  0.000
C 5.05041 3.61562 1.67768  0.000
P 3.46353 3.33393 0.84822  0.000
C 3.99840 2.92030 -0.86003  0.000
C 4.30749 3.92097 -1.79319  0.000
C 4.47268 3.65654 -3.14896  0.000
C 4.23568 2.39348 -3.63535  0.000
C 3.92569 1.36865 -2.70531  0.000
C 3.78992 1.58649 -1.35997  0.000
C 2.64855 4.95253 0.63054  0.000
C 2.97474 6.12252 1.26709  0.000
C 2.22095 7.29874 1.02623  0.000
C 1.16228 7.28047 0.12546  0.000
C 0.77595 6.06407 -0.48744  0.000
C 1.49278 4.93669 -0.22136  0.000
C 5.34767 2.61445 2.64405  0.000
Br 4.50758 0.96778 2.68219  0.000
C 6.36850 2.90032 3.53574  0.000
F 6.67178 1.95364 4.47880  0.000
H 4.44800 4.92080 -1.47347  0.000
H 4.79663 4.43629 -3.82726  0.000
H 4.45149 2.15362 -4.66012  0.000
H 3.78161 0.36335 -3.07204  0.000
H 3.66811 0.81764 -0.67014  0.000
H 3.82879 6.21204 1.91688  0.000
H 2.55463 8.22082 1.47502  0.000
H 0.69232 8.20358 -0.16689  0.000
H -0.04476 6.08173 -1.16531  0.000
H 1.07254 3.96285 -0.57888  0.000
O 1.54380 -1.62058 -3.45648  0.002
C 0.63479 -1.61435 -2.61721  -0.026
O -0.61013 -1.46939 -2.64587  -0.006
C 1.44625 -1.65245 -1.28167  0.055
C 2.86648 -1.74298 -1.30758  -0.002
C 3.61498 -2.21575 -0.22081  0.013
C 2.89091 -2.80680 0.84784  0.003
C 1.54091 -2.61307 0.90317  0.034
N 0.88448 -1.95344 -0.09051  -0.093
H 3.34395 -1.51504 -2.28432  0.000
H 4.72520 -2.09858 -0.21544  0.000
H 3.33138 -3.36392 1.70020  0.000
H 0.88460 -2.88194 1.76117  0.000
Br -0.54360 0.27046 1.95820  0.010
C -1.35702 1.67847 0.68350  0.029
Br -0.93873 1.04816 -1.10478  0.002
H -0.80324 2.59695 0.82844  0.000
H -2.43050 1.64800 0.80472  -0.004
C -2.52155 -4.34939 2.07288  0.001
C -2.86008 -4.40401 0.58481  -0.080
C -3.98871 -5.46146 0.35110  -0.006
C -1.56529 -4.89124 -0.17695  -0.017
Si -3.25769 -2.54226 0.02766  -0.001
C -4.04856 -2.68568 -1.79518  -0.060
C -4.02301 -1.30505 -2.45563  -0.023
C -5.48377 -3.22915 -1.74827  -0.014
C -3.23647 -3.51657 -2.70880  -0.013
C -4.63132 -1.69854 1.16131  -0.110
C -5.33765 -0.54093 0.42779  -0.044
C -5.65589 -2.80394 1.62018  -0.017
C -3.95230 -1.10146 2.40914  0.016
H -2.19144 -5.35429 2.33161  -0.001
H -3.28699 -3.95618 2.70171  0.001
H -1.61488 -3.77263 2.22763  0.011
H -3.75113 -6.35567 0.98860  -0.003
H -4.11326 -5.79256 -0.66576  -0.001
H -4.99007 -5.06846 0.70150  0.000
H -0.70635 -4.26649 -0.04284  0.027
H -1.76878 -4.96218 -1.26507  0.001
H -1.38530 -5.90806 0.13972  -0.001
H -4.58770 -0.51275 -1.92333  0.001
H -4.44630 -1.36601 -3.49401  0.001
H -2.95780 -0.97263 -2.40720  0.010
H -6.07781 -2.91143 -0.87746  0.002
H -5.42541 -4.35561 -1.66969  0.001
H -5.98831 -2.95024 -2.66931  -0.004
H -2.14677 -3.21400 -2.81464  0.001
H -3.60406 -3.31377 -3.69600  0.000
H -3.28522 -4.58214 -2.49688  0.000
H -5.86779 -0.79461 -0.48817  0.001
H -4.80051 0.38736 0.23463  0.006
H -6.16570 -0.20298 1.07125  -0.001
H -5.85473 -3.53506 0.85333  0.004
H -6.60457 -2.34892 2.01380  -0.003
H -5.27049 -3.41890 2.45598  0.000
H -3.50579 -0.09725 2.17831  0.000
H -3.12592 -1.74132 2.78541  0.005
H -4.70464 -0.91994 3.26584  0.001

---

(3)
Density functional theory data (the ωB97M-V functional and the def2-TZVPD basis) for C37H44AuN6P2Si2 as an isolated structure.

Output
net charge: +1
LUMO: -2.59 eV
spin multiplicity: 1
max |F|: 2.52 eV/A
energy above the lowest of the compared OMol25 structures with the same formula, charge and spin: 51.8 kJ/mol
gap between HOMO and LUMO: 7.782 eV
E_HOMO: -10.38 eV

Last column: Mulliken charge in e.
Positions of all 92 atoms, in Å:
Au 0.34932 0.27621 -0.43137  1.588
C 0.85552 -1.57662 -3.66854  -1.025
Si -0.23206 -2.51144 -2.47987  -0.208
C -1.80187 -3.05171 -3.33932  -1.048
C 0.66526 -4.01663 -1.84085  -1.031
N -0.65203 -1.42051 -1.18737  -0.112
P -1.32576 -1.64472 0.28654  1.863
C -0.10907 -0.85382 1.20755  -2.516
P 0.21488 0.45508 2.28265  2.014
N 0.82535 1.48943 1.19222  0.201
Si 1.86158 2.89352 1.17555  -0.299
C 3.55086 2.37360 0.58321  -1.014
C 1.14534 4.16401 0.01243  -0.866
C 1.94236 3.57431 2.91049  -1.073
C 1.38531 -0.02373 3.56452  0.309
C 1.43375 0.62156 4.79996  -0.482
C 2.40341 0.27248 5.72718  -0.730
C 3.32777 -0.71805 5.42551  -0.566
C 3.28810 -1.36105 4.19511  -0.808
C 2.31919 -1.01661 3.26629  -0.821
C -1.20309 1.11515 3.16993  0.640
C -1.76507 0.38606 4.21951  -0.488
C -2.92171 0.83713 4.83379  -0.682
C -3.51224 2.02385 4.41282  -0.751
C -2.94987 2.75371 3.37554  -0.686
C -1.80101 2.29616 2.74336  -0.470
C -1.60147 -3.34099 0.79708  0.392
C -2.75929 -4.02610 0.42791  -0.500
C -2.90578 -5.36242 0.76404  -0.807
C -1.90929 -6.00978 1.48329  -0.560
C -0.76260 -5.32719 1.86666  -0.719
C -0.60304 -3.99532 1.51782  -0.333
C -2.99179 -0.93241 0.19733  0.753
C -3.54848 -0.67018 -1.05208  0.150
C -4.79656 -0.07182 -1.14957  -1.002
C -5.60577 -0.00294 -0.02107  -0.567
C -5.06023 -0.25321 1.23341  -0.750
C -3.74059 -0.66987 1.34246  -0.467
H 1.16121 -2.22811 -4.49033  0.458
H 1.76233 -1.21757 -3.17593  0.219
H 0.33828 -0.71582 -4.09822  0.230
H -1.59028 -3.83470 -4.07153  0.455
H -2.28097 -2.22411 -3.86839  0.316
H -2.52386 -3.45795 -2.62600  0.307
H 1.09943 -4.58542 -2.66683  0.452
H -0.00695 -4.68383 -1.29670  0.249
H 1.47706 -3.73315 -1.16671  0.329
H 3.47953 1.87460 -0.38756  0.226
H 4.01172 1.67233 1.28258  0.300
H 4.22052 3.22895 0.46822  0.398
H 1.35716 3.91596 -1.03028  0.209
H 1.57996 5.14640 0.21234  0.543
H 0.06214 4.23353 0.12740  0.214
H 2.49059 2.90889 3.57956  0.276
H 0.94470 3.73915 3.32629  0.299
H 2.45923 4.53704 2.90850  0.477
H 0.71865 1.39909 5.03816  0.493
H 2.43728 0.77314 6.68564  0.445
H 4.08073 -0.99147 6.15307  0.412
H 4.01056 -2.13217 3.96252  0.449
H 2.26991 -1.51594 2.30609  0.361
H -1.29458 -0.52913 4.56178  0.488
H -3.35541 0.27380 5.64954  0.448
H -4.40828 2.38290 4.90222  0.427
H -3.40490 3.68502 3.06193  0.512
H -1.36933 2.83873 1.91002  0.548
H -3.54665 -3.51400 -0.11231  0.427
H -3.80130 -5.89678 0.47613  0.445
H -2.03030 -7.05147 1.75042  0.404
H 0.00741 -5.83448 2.43252  0.466
H 0.29174 -3.45048 1.79422  0.392
H -2.97126 -0.89143 -1.94078  0.086
H -5.29635 -0.13245 -2.11244  0.398
H -6.63025 0.33677 -0.10690  0.423
H -5.66053 -0.13673 2.12629  0.440
H -3.31815 -0.84773 2.32566  0.510
N -3.10309 2.39561 -2.52443  -0.013
C -4.04261 2.48462 -1.50244  -0.602
C -3.31744 2.73080 -0.37596  -0.356
N -1.97074 2.60483 -0.62180  0.196
C -1.88270 2.35024 -1.89927  -0.309
C -0.61636 2.20062 -2.61396  -0.056
N 0.46144 1.58253 -2.16980  0.243
C 1.44065 1.74704 -3.12094  -0.805
C 0.94264 2.47043 -4.15567  -0.575
N -0.36209 2.74610 -3.82111  -0.001
H -3.25892 1.85480 -3.36357  0.357
H -5.01128 2.90771 -1.72319  0.367
H -3.68986 2.87707 0.62513  0.325
H 2.42596 1.33405 -2.99707  0.441
H 1.38750 2.80840 -5.07376  0.486
H -0.98517 3.36000 -4.31971  0.245